# 1
This record from the Open Molecules 2025 dataset describes a cluster of 3 separate species, C23H30FN5OS in total. The level of theory is the ωB97M-V functional and the def2-TZVPD basis.

- ΔE to the lowest compared entry with this formula, charge and spin: 72.4 kcal/mol
- HOMO level: -8.17 eV

Each line ends with the Löwdin charge.
Positions of all 61 atoms, in Å:
C  4.348  0.447  0.977  -0.153
C  4.612  0.051  -0.474  -0.521
S  4.169  1.297  -1.729  0.890
C  3.061  2.479  -0.927  -0.455
C  1.602  2.380  -1.320  -0.185
C  0.930  3.579  -1.684  -0.019
C  -0.391  3.582  -2.030  -0.003
C  -1.139  2.386  -2.040  -0.211
N  -2.468  2.417  -2.353  0.146
C  -3.072  1.265  -2.298  -0.056
C  -2.420  0.035  -1.980  -0.249
C  -3.201  -1.247  -1.947  -0.136
C  -3.131  -1.943  -0.591  -0.202
C  -3.359  -1.012  0.578  -0.195
F  -4.486  -0.206  0.349  -0.067
N  -1.150  -0.004  -1.684  0.218
C  -0.497  1.190  -1.693  -0.126
C  0.870  1.227  -1.344  -0.129
O  1.490  -0.001  -0.999  0.048
C  1.042  -0.519  0.104  -0.349
N  0.597  -1.091  1.001  0.181
H  3.274  0.455  1.172  0.051
H  4.687  1.472  1.139  0.043
H  4.847  -0.223  1.673  0.077
H  5.679  -0.130  -0.597  0.061
H  4.063  -0.859  -0.715  0.057
H  3.129  2.463  0.157  0.049
H  3.415  3.460  -1.229  0.052
H  1.496  4.501  -1.670  0.114
H  -0.893  4.504  -2.294  0.116
H  -4.136  1.243  -2.509  0.119
H  -2.798  -1.916  -2.712  0.119
H  -4.236  -1.043  -2.226  0.110
H  -2.143  -2.384  -0.453  0.088
H  -3.827  -2.781  -0.553  0.094
H  -2.494  -0.369  0.746  0.104
H  -3.546  -1.571  1.495  0.116
C  2.758  3.962  3.970  -0.103
C  3.879  4.985  4.113  -0.258
C  4.137  5.768  2.819  -0.183
C  4.528  4.870  1.731  -0.198
N  4.834  4.138  0.901  0.183
H  3.005  3.202  3.226  0.064
H  2.585  3.449  4.916  0.074
H  1.824  4.440  3.671  0.079
H  4.798  4.480  4.418  0.112
H  3.628  5.696  4.901  0.107
H  4.933  6.499  2.963  0.118
H  3.238  6.307  2.515  0.121
C  -4.880  -6.592  0.299  -0.107
C  -4.641  -7.140  -1.102  -0.261
C  -3.156  -7.173  -1.483  -0.187
C  -2.573  -5.830  -1.461  -0.209
N  -2.140  -4.767  -1.443  0.181
H  -4.545  -5.557  0.384  0.064
H  -5.943  -6.614  0.543  0.073
H  -4.351  -7.183  1.049  0.078
H  -5.186  -6.535  -1.829  0.111
H  -5.037  -8.155  -1.170  0.107
H  -3.025  -7.585  -2.484  0.117
H  -2.597  -7.801  -0.787  0.121

Atoms 1-2, force components in eV/Å:
C -0.3 0.6 -0.5
C -0.3 -0.1 0.4

# 2
This record from the Open Molecules 2025 dataset describes a cluster of 13 separate species, C6H39NO13 in total in a non-equilibrium geometry. The level of theory is the ωB97M-V functional and the def2-TZVPD basis.

- ΔE to the lowest compared entry with this formula, charge and spin: 81.7 kcal/mol
- Spin multiplicity: 2
- HOMO level (alpha / beta): -12.90 / -12.90 eV
- Net charge: +1

Each line ends with the Mulliken spin population.
Positions of all 59 atoms, in Å:
C  -2.315  1.830  -0.738  0.010
C  -0.751  1.863  -0.970  -0.030
N  -0.006  0.681  -1.376  0.807
C  3.454  -0.329  -2.481  0.020
C  2.082  -0.272  -1.766  0.066
C  1.100  0.872  -2.265  -0.024
C  0.600  0.691  -3.757  0.089
O  1.446  -0.103  -4.543  0.030
H  -2.894  1.154  -1.355  -0.001
H  -2.636  2.826  -1.046  0.004
H  -2.387  1.749  0.340  0.001
H  -0.795  2.516  -1.856  0.040
H  -0.280  2.393  -0.141  0.045
H  -0.575  -0.172  -1.455  -0.059
H  4.215  0.228  -1.940  -0.002
H  3.362  -0.123  -3.533  -0.001
H  3.765  -1.375  -2.378  0.002
H  2.315  -0.033  -0.732  -0.009
H  1.592  -1.246  -1.724  -0.007
H  1.641  1.814  -2.181  0.000
H  -0.432  0.334  -3.795  -0.009
H  0.682  1.675  -4.225  0.020
H  1.115  -1.008  -4.519  -0.002
H  -3.114  -3.106  1.453  0.000
H  -1.774  -3.340  2.048  0.000
O  -2.699  -3.240  2.318  0.000
H  -0.484  -3.149  -2.689  0.000
H  -1.617  -2.335  -2.277  0.000
O  -0.726  -2.552  -1.967  -0.001
H  2.824  2.995  3.444  0.000
H  2.182  3.025  2.149  0.000
O  2.875  3.511  2.629  0.000
H  -0.044  -0.746  4.755  0.000
H  -0.546  0.325  3.733  0.000
O  -0.727  -0.526  4.115  0.000
H  -2.555  -1.378  2.721  0.000
H  -3.957  -0.762  2.694  0.000
O  -3.053  -0.589  2.423  0.000
H  3.331  -0.233  1.301  0.000
H  2.222  -1.189  1.249  0.001
O  2.900  -0.888  1.861  0.000
H  -4.445  -0.929  -1.881  0.000
H  -2.973  -1.034  -1.600  0.001
O  -3.698  -1.518  -2.039  0.000
H  1.687  0.300  3.226  0.000
H  2.890  0.741  3.919  0.000
O  1.945  0.941  3.897  0.000
H  0.248  -2.559  -0.444  0.000
H  -0.578  -3.640  0.141  0.000
O  0.235  -3.163  0.322  0.001
H  0.927  0.984  1.534  -0.001
H  1.527  1.501  0.223  0.004
O  1.690  1.449  1.176  0.005
H  -1.558  -1.799  0.179  0.001
H  -1.975  -0.300  0.490  -0.002
O  -1.852  -0.968  -0.188  -0.002
H  -1.800  2.331  2.607  0.000
H  -0.615  3.267  2.755  0.000
O  -0.991  2.608  2.158  0.001

Atoms 1-2, force components in eV/Å:
C 1.7 0.2 0.6
C -1.9 0.6 -1.3

# 3
This record from the Open Molecules 2025 dataset describes a cluster of 2 separate species, C6H14N2O2 in total in a non-equilibrium geometry. The level of theory is the ωB97M-V functional and the def2-TZVPD basis.

- ΔE to the lowest compared entry with this formula, charge and spin: 55.4 kcal/mol
- Spin multiplicity: 2
- HOMO level (alpha / beta): 0.87 / -6.07 eV
- Net charge: -1

Each line ends with the Mulliken spin population.
Positions of all 24 atoms, in Å:
C  0.708  2.382  -0.971  0.128
C  -2.447  1.263  1.021  0.099
C  -1.512  2.134  -0.075  0.081
O  -1.915  3.132  -0.641  -0.052
N  -0.282  1.635  -0.169  -0.347
H  0.006  0.719  0.104  0.105
H  0.353  3.493  -0.948  0.006
H  -2.006  0.388  1.273  -0.016
H  1.763  2.305  -0.483  -0.042
H  0.781  1.837  -1.942  -0.021
H  -2.166  2.002  1.829  -0.002
H  -3.476  1.440  0.673  -0.009
C  1.528  -2.833  -1.434  1.488
C  0.547  -1.954  2.050  1.377
C  1.054  -1.990  -0.342  2.103
O  0.585  -0.938  -0.623  -1.688
N  1.370  -2.472  0.952  -0.309
H  0.942  -3.616  -1.996  -0.094
H  2.140  -3.019  1.071  -0.768
H  1.265  -1.466  2.747  -0.280
H  1.949  -2.175  -2.182  0.180
H  2.398  -3.463  -1.229  -0.656
H  -0.250  -1.342  1.659  0.343
H  0.064  -2.803  2.562  -0.625

Atoms 1-2, force components in eV/Å:
C 0.8 0.3 1.0
C 1.0 6.7 -2.0

# 4
This record from the Open Molecules 2025 dataset describes a structure of composition C30H40Cl2N2O3PPd in a non-equilibrium geometry. The level of theory is the ωB97M-V functional and the def2-TZVPD basis.

- ΔE to the lowest compared entry with this formula, charge and spin: 1.7 kcal/mol
- Spin multiplicity: 3
- HOMO level (alpha / beta): -2.46 / -4.04 eV
- Net charge: -1

Each line ends with the Mulliken spin population.
Positions of all 79 atoms, in Å:
O  -0.347  1.475  -2.049  0.019
C  -1.215  1.135  -2.901  0.027
C  -0.903  1.560  -4.258  0.026
C  0.251  2.355  -4.463  0.015
H  0.826  2.709  -3.602  0.007
C  0.635  2.703  -5.753  -0.007
H  1.563  3.255  -5.905  0.000
C  -0.181  2.342  -6.831  0.013
H  0.078  2.668  -7.836  0.002
C  -1.359  1.606  -6.621  -0.006
H  -1.987  1.336  -7.469  0.000
C  -1.721  1.208  -5.342  0.006
H  -2.634  0.656  -5.124  0.000
H  -2.087  0.492  -2.685  -0.001
C  -2.610  2.530  -0.756  -0.024
C  -2.215  1.187  -0.299  0.734
H  -3.315  3.036  -0.072  0.019
H  -3.104  2.469  -1.746  0.012
H  -1.710  3.145  -0.874  -0.001
C  -2.911  0.221  0.316  -0.112
C  -4.025  0.507  1.303  0.054
H  -2.648  -0.829  0.155  0.062
H  -4.844  1.051  0.812  -0.005
H  -3.653  1.118  2.142  -0.007
H  -4.439  -0.417  1.720  0.000
Pd  0.007  0.736  -0.242  0.739
Cl  1.639  2.470  -0.323  0.102
Cl  -0.265  -1.327  -1.477  0.089
H  3.695  -0.413  -3.213  0.000
H  5.154  0.954  -1.765  -0.001
C  2.925  -0.262  -2.439  -0.004
C  4.538  0.782  -0.872  -0.005
N  3.557  -0.254  -1.138  0.001
H  2.169  -1.052  -2.471  0.003
C  3.345  -1.229  -0.215  -0.005
O  2.443  -2.070  -0.215  0.002
H  5.174  0.472  -0.033  0.000
H  4.127  -1.210  0.577  0.001
H  2.451  0.713  -2.622  0.002
H  4.032  1.723  -0.609  0.005
H  -2.124  -6.713  1.135  0.000
H  -0.468  -6.529  -1.107  0.000
C  -2.670  -5.908  0.631  0.000
C  -1.199  -5.753  -1.380  0.000
N  -1.767  -5.122  -0.193  0.000
H  -3.131  -5.247  1.367  0.000
C  -1.669  -3.789  0.018  -0.007
O  -2.393  -3.149  0.793  -0.001
H  -0.705  -4.978  -1.983  0.002
H  -0.860  -3.292  -0.570  0.004
H  -3.438  -6.376  0.003  0.000
H  -1.995  -6.236  -1.967  0.000
C  -0.235  -1.458  2.410  0.011
P  0.304  0.169  1.902  0.193
C  -0.661  1.320  2.940  -0.024
C  -0.852  2.639  2.516  0.014
C  -1.530  3.552  3.325  -0.003
C  -2.034  3.139  4.559  0.005
C  -1.881  1.813  4.970  -0.001
C  -1.210  0.898  4.157  0.008
C  2.020  0.254  2.544  -0.032
C  2.722  -0.888  2.959  0.026
C  4.004  -0.767  3.500  -0.011
C  4.647  0.472  3.506  0.017
C  3.986  1.599  3.010  -0.012
C  2.660  1.498  2.592  0.039
H  -1.324  -1.564  2.366  0.006
H  0.131  -1.651  3.425  0.000
H  0.183  -2.203  1.724  -0.004
H  -0.451  2.957  1.550  -0.002
H  -1.647  4.583  2.990  0.000
H  -2.545  3.853  5.206  0.000
H  -2.279  1.483  5.931  -0.001
H  -1.093  -0.134  4.485  0.001
H  2.267  -1.872  2.882  0.007
H  4.508  -1.653  3.896  0.000
H  5.664  0.556  3.889  0.002
H  4.498  2.559  2.956  -0.001
H  2.132  2.387  2.254  0.005

Atoms 1-2, force components in eV/Å:
O -2.7 0.4 -4.1
C 2.7 0.4 1.5

# 5
This record from the Open Molecules 2025 dataset describes a structure of composition C38H30BClF9N10O7SY. The level of theory is the ωB97M-V functional and the def2-TZVPD basis.

- ΔE to the lowest compared entry with this formula, charge and spin: 2.3 kcal/mol
- Spin multiplicity: 2
- HOMO level (alpha / beta): -6.39 / -6.33 eV
- Net charge: -1

Each line ends with the Mulliken spin population.
Positions of all 98 atoms, in Å:
Y  0.013  -1.444  0.303  -0.025
C  -2.029  -3.600  -2.191  0.000
C  -2.658  -2.313  -1.782  0.000
C  -4.010  -1.943  -1.832  0.000
C  -4.036  -0.634  -1.409  0.000
N  -2.774  -0.247  -1.154  0.000
N  -1.926  -1.292  -1.345  0.000
B  -2.226  1.118  -0.683  -0.001
N  -0.830  1.360  -1.317  0.000
C  -0.527  2.299  -2.230  0.000
C  0.804  2.180  -2.552  -0.001
C  1.268  1.110  -1.775  0.004
C  2.635  0.517  -1.747  -0.043
N  0.275  0.626  -1.033  0.006
N  -2.119  1.131  0.858  0.000
C  -2.862  1.791  1.760  0.000
C  -2.418  1.455  3.019  0.000
C  -1.375  0.546  2.804  -0.001
C  -0.489  -0.087  3.824  0.004
N  -1.206  0.347  1.497  0.001
N  -3.149  2.232  -1.196  0.000
C  -3.774  2.277  -2.398  0.000
C  -4.178  3.569  -2.622  0.000
C  -3.731  4.279  -1.488  0.000
C  -3.866  5.737  -1.185  0.000
N  -3.105  3.474  -0.649  0.000
H  -2.768  -4.399  -2.200  0.000
H  -1.599  -3.512  -3.190  0.000
H  -1.211  -3.886  -1.533  -0.001
H  -4.844  -2.557  -2.127  0.000
H  -4.861  0.045  -1.279  0.000
H  -1.266  3.004  -2.574  0.000
H  1.372  2.787  -3.235  0.000
H  3.384  1.279  -1.964  0.001
H  2.856  0.076  -0.776  0.051
H  2.725  -0.272  -2.494  0.001
H  -3.631  2.471  1.444  0.000
H  -2.790  1.810  3.964  0.000
H  -1.049  -0.292  4.735  0.000
H  -0.072  -1.023  3.464  -0.003
H  0.338  0.581  4.074  0.000
H  -3.868  1.399  -3.013  0.000
H  -4.720  3.946  -3.473  0.000
H  -4.837  6.117  -1.505  0.000
H  -3.759  5.908  -0.115  0.000
H  -3.098  6.317  -1.700  0.000
O  5.040  -0.927  4.369  0.000
C  4.960  0.341  4.020  -0.001
O  5.706  1.180  4.468  0.000
C  3.894  0.709  3.041  -0.003
C  3.683  1.984  2.555  0.006
Cl  4.460  3.450  2.927  0.000
N  2.638  1.941  1.695  0.003
N  2.137  0.698  1.607  -0.011
C  2.880  -0.050  2.400  0.008
C  2.529  -1.510  2.497  0.044
O  3.213  -2.249  3.210  -0.004
O  1.519  -1.861  1.819  -0.001
C  2.028  3.016  0.980  0.000
C  0.663  3.211  1.112  0.000
C  0.060  4.255  0.428  0.000
C  0.826  5.100  -0.364  0.000
C  2.191  4.889  -0.492  0.000
C  2.799  3.836  0.172  0.000
H  4.334  -1.494  3.916  -0.001
H  0.084  2.540  1.733  0.000
H  -1.012  4.384  0.499  0.000
H  0.352  5.915  -0.897  0.000
H  2.786  5.537  -1.123  0.000
H  3.860  3.649  0.068  0.000
O  1.067  -4.240  -2.543  0.007
C  1.698  -3.306  -2.078  -0.003
O  1.299  -2.480  -1.178  -0.012
C  3.050  -2.968  -2.676  0.064
C  3.136  -2.901  -4.057  -0.063
C  4.307  -2.491  -4.683  0.130
C  5.416  -2.141  -3.924  -0.064
C  5.355  -2.218  -2.544  0.114
C  4.187  -2.657  -1.896  -0.028
S  4.238  -2.902  -0.190  0.811
H  2.261  -3.174  -4.633  0.000
H  4.350  -2.437  -5.764  0.009
H  6.328  -1.810  -4.406  -0.002
H  6.213  -1.957  -1.939  0.000
F  -2.007  -4.764  4.158  0.000
C  -1.215  -4.297  3.172  0.000
F  -0.397  -3.396  3.711  0.000
F  -0.467  -5.317  2.741  0.000
C  -2.037  -3.677  1.996  0.001
O  -1.258  -2.940  1.202  0.000
C  -3.184  -2.793  2.595  0.000
F  -3.635  -1.931  1.683  0.000
F  -2.736  -2.069  3.635  0.000
F  -4.235  -3.506  3.034  0.000
C  -2.686  -4.847  1.188  0.000
F  -3.671  -4.379  0.403  0.000
F  -1.790  -5.435  0.401  0.000
F  -3.224  -5.798  1.971  0.000

Atoms 1-2, force components in eV/Å:
Y 0.2 -0.4 -0.5
C 0.0 0.0 0.0

| no. | DFT total energy (eV) |
| --- | --- |
| 1 | -47387.07587 |
| 2 | -34953.29224 |
| 3 | -13522.36131 |
| 4 | -78695.58724 |
| 5 | -118675.94979 |